A cluster of 2 separate species, C2H10NS3 in total, computed with ωB97M-V with the def2-TZVPD basis set.

Values from the calculation:
- total charge = +1
- LUMO (eV) = -3.8
- relative energy (zero: lowest compared OMol25 entry of this formula, charge and spin) (eV) = 0.212
- maximum force (hartree/bohr) = 0.0079
- HOMO level (eV) = -12.87
- DFT total energy (Ha) = -1331.25023
- HOMO-LUMO gap (eV) = 9.10

Each line ends with the natural charge from an NBO analysis.
CARTESIAN COORDINATES (ANGSTROEM)
S  -2.344  0.228  -0.806  -0.20
S  -4.144  -0.530  -0.109  -0.05
H  -1.844  -0.928  -1.266  0.14
H  -3.756  -0.762  1.155  0.13
C  1.433  0.642  -0.278  -0.23
C  1.035  -0.775  0.084  -0.57
S  1.266  -1.840  -1.376  0.01
N  0.821  1.580  0.741  -0.67
H  1.042  0.959  -1.242  0.24
H  2.510  0.792  -0.254  0.24
H  -0.022  -0.781  0.362  0.23
H  1.608  -1.147  0.934  0.23
H  0.474  -2.833  -0.923  0.15
H  1.082  2.557  0.611  0.45
H  1.041  1.295  1.697  0.44
H  -0.202  1.543  0.670  0.45

=====

A structure of composition C2H8N2O2, computed with ωB97M-V with the def2-TZVPD basis set.

Values from the calculation:
- LUMO (eV) = 0.6
- relative energy (zero: lowest compared OMol25 entry of this formula, charge and spin) (eV) = 2.835
- maximum force (hartree/bohr) = 0.0067
- HOMO level (eV) = -9.00
- DFT total energy (Ha) = -340.92624
- HOMO-LUMO gap (eV) = 9.64

Each line ends with the natural charge from an NBO analysis.
CARTESIAN COORDINATES (ANGSTROEM)
C  1.345  -0.375  0.218  0.59
N  2.626  0.094  0.033  -0.83
O  0.355  0.100  -1.377  -1.05
O  0.689  0.085  1.221  -0.75
H  -0.589  -0.033  0.971  0.46
H  0.630  1.002  -1.583  0.45
H  1.216  -1.413  -0.096  0.14
H  2.764  1.047  0.339  0.38
H  3.040  -0.124  -0.860  0.39
C  -2.793  -0.110  0.460  0.04
N  -1.555  -0.042  0.261  -0.62
H  -1.030  0.049  -0.695  0.46
H  -3.192  -0.185  1.472  0.18
H  -3.506  -0.096  -0.365  0.17

=====

The molecule C12H16S3, computed with ωB97M-V with the def2-TZVPD basis set.

Values from the calculation:
- LUMO (eV) = 0.6
- relative energy (zero: lowest compared OMol25 entry of this formula, charge and spin) (eV) = 0.191
- maximum force (hartree/bohr) = 0.0527
- HOMO level (eV) = -8.17
- structure (SMILES) = c1ccc2c(c1)SCCCSCCCS2
- DFT total energy (Ha) = -1661.39515
- HOMO-LUMO gap (eV) = 8.80

Each line ends with the natural charge from an NBO analysis.
CARTESIAN COORDINATES (ANGSTROEM)
C  2.902  1.016  -1.732  -0.22
C  2.607  -0.155  -2.436  -0.18
C  1.822  -1.087  -1.738  -0.23
C  1.352  -0.865  -0.446  -0.17
C  1.724  0.302  0.271  -0.21
C  2.542  1.211  -0.405  -0.20
S  1.304  0.512  1.962  0.22
C  -0.372  1.291  2.162  -0.50
C  -0.796  2.334  1.130  -0.41
C  -1.407  1.736  -0.208  -0.52
S  -3.062  0.975  -0.040  0.19
C  -2.600  -0.775  0.161  -0.55
C  -1.945  -1.330  -1.126  -0.45
C  -0.997  -2.490  -0.861  -0.50
S  0.334  -2.094  0.382  0.21
H  3.516  1.785  -2.192  0.22
H  3.041  -0.354  -3.411  0.22
H  1.632  -2.055  -2.160  0.22
H  2.836  2.093  0.145  0.23
H  -0.309  1.792  3.092  0.23
H  -1.147  0.560  2.334  0.21
H  -1.613  2.955  1.556  0.21
H  -0.008  2.987  0.852  0.21
H  -0.754  0.994  -0.542  0.21
H  -1.582  2.563  -0.916  0.23
H  -2.031  -1.026  1.061  0.23
H  -3.603  -1.282  0.409  0.23
H  -2.697  -1.751  -1.777  0.22
H  -1.521  -0.541  -1.704  0.22
H  -1.519  -3.378  -0.445  0.23
H  -0.462  -2.780  -1.796  0.22

=====

A cluster of 2 separate species, C4H12NO2 in total, computed with ωB97M-V with the def2-TZVPD basis set.

Values from the calculation:
- total charge = +1
- LUMO (eV) = -3.3
- relative energy (zero: lowest compared OMol25 entry of this formula, charge and spin) (eV) = 1.412
- maximum force (hartree/bohr) = 0.0509
- HOMO level (eV) = -14.89
- DFT total energy (Ha) = -364.58335
- HOMO-LUMO gap (eV) = 11.55

Each line ends with the natural charge from an NBO analysis.
CARTESIAN COORDINATES (ANGSTROEM)
O  -1.374  -1.831  -1.435  -0.49
C  -0.347  -1.990  -0.844  0.42
C  0.206  -1.011  0.152  -0.16
N  -0.447  0.316  -0.143  -0.54
C  0.124  0.968  -1.406  -0.41
C  -0.046  -1.484  1.586  -0.62
H  0.180  -2.959  -0.857  0.16
H  1.278  -0.836  0.053  0.24
H  -0.364  1.031  0.591  0.48
H  -1.349  0.024  -0.543  0.46
H  0.074  0.284  -2.250  0.24
H  -0.543  1.803  -1.568  0.24
H  1.179  1.192  -1.302  0.22
H  -1.109  -1.554  1.810  0.24
H  0.377  -2.494  1.588  0.25
H  0.468  -0.905  2.346  0.25
H  1.211  2.995  0.355  0.49
H  0.117  3.653  1.132  0.51
O  0.365  2.800  0.736  -0.97

=====

A structure of composition CH4ClN3, computed with ωB97M-V with the def2-TZVPD basis set.

Values from the calculation:
- LUMO (spin up / spin down) (eV) = -1.1 / -1.1
- relative energy (zero: lowest compared OMol25 entry of this formula, charge and spin) (eV) = 4.714
- maximum force (hartree/bohr) = 0.1125
- HOMO level (spin up / spin down) (eV) = -9.20 / -9.20
- DFT total energy (Ha) = -664.75276
- HOMO-LUMO gap (spin up / spin down) (eV) = 8.13 / 8.13

Each line ends with the natural charge from an NBO analysis.
CARTESIAN COORDINATES (ANGSTROEM)
C  0.606  -0.609  -0.614  -0.09
N  0.567  -0.601  0.831  -0.41
N  -0.084  1.708  -0.013  -0.33
N  0.055  0.458  0.024  0.15
Cl  -2.001  -0.344  -0.099  -0.59
H  1.591  -0.473  -0.952  0.21
H  -0.140  -1.302  -1.084  0.27
H  -0.167  -1.186  1.122  0.39
H  -0.427  2.348  0.786  0.39

=====

A structure of composition C14H22BF4IrN2STe, computed with ωB97M-V with the def2-TZVPD basis set.

Values from the calculation:
- total charge = +2
- LUMO (eV) = -8.9
- maximum force (hartree/bohr) = 0.0496
- HOMO level (eV) = -14.31
- DFT total energy (Ha) = -1850.65067
- HOMO-LUMO gap (eV) = 5.39

Each line ends with the natural charge from an NBO analysis.
CARTESIAN COORDINATES (ANGSTROEM)
Ir  0.114  0.250  -0.405  0.80
C  -0.306  0.013  2.521  -0.26
C  -1.255  1.066  1.990  -0.26
N  -1.581  0.788  0.566  -0.54
C  -2.661  -0.209  0.329  -0.25
C  -2.211  -1.640  0.535  -0.57
S  -0.616  -1.908  -0.296  0.66
C  0.450  -2.597  1.015  -0.56
C  1.395  -1.552  1.554  -0.27
N  0.765  -0.207  1.512  -0.52
H  0.115  0.370  3.462  0.26
H  -0.791  -0.936  2.730  0.22
H  -2.163  1.109  2.594  0.25
H  -0.786  2.050  2.024  0.24
H  -1.918  1.660  0.162  0.43
H  -3.514  0.003  0.976  0.25
H  -2.987  -0.074  -0.702  0.24
H  -2.140  -1.966  1.569  0.25
H  -2.939  -2.288  0.045  0.29
H  -0.214  -3.060  1.746  0.26
H  1.033  -3.398  0.560  0.30
H  1.711  -1.804  2.570  0.25
H  2.290  -1.517  0.954  0.29
H  1.515  0.477  1.651  0.45
C  0.658  3.775  -1.990  -0.60
Te  1.014  1.737  -2.536  0.74
C  -0.484  2.069  -4.023  -0.63
C  -0.519  3.574  -4.197  0.01
C  -1.077  4.132  -5.342  -0.21
C  -1.124  5.510  -5.481  -0.17
C  -0.604  6.330  -4.490  -0.18
C  -0.026  5.775  -3.360  -0.18
C  0.015  4.393  -3.215  -0.12
H  1.603  4.235  -1.712  0.26
H  0.005  3.800  -1.117  0.22
H  -1.430  1.657  -3.675  0.23
H  -0.200  1.534  -4.927  0.26
H  -1.474  3.493  -6.121  0.23
H  -1.561  5.944  -6.370  0.24
H  -0.637  7.405  -4.603  0.24
H  0.399  6.417  -2.597  0.23
F  2.791  0.777  0.012  -0.58
B  3.173  -0.293  -0.854  1.37
F  3.840  -1.266  -0.176  -0.51
F  1.751  -0.899  -1.151  -0.55
F  3.696  0.124  -2.007  -0.50